Arrangement w

The following is a DFT calculation (ωB97M-V/def2-TZVPD) of a cluster of 2 separate species, C4H3N3O in total.

```
11
Properties=species:S:1:pos:R:3:lowdin_charge:R:1
C 2.02456 0.34609 0.35650 -0.14
C -0.18568 -0.39638 0.05575 -0.35
C -1.43662 -1.20364 -0.11338 0.01
C -1.90730 0.98890 -0.00074 -0.15
H 1.70916 1.72913 1.03679 0.25
H -1.38007 -2.29811 0.07555 0.13
H -2.44652 1.83583 -0.12613 0.08
N 0.97912 -0.74452 0.44045 0.13
N -2.37919 -0.25492 -0.12969 0.05
N -0.52359 1.07140 -0.11195 0.11
O 3.07666 -0.02256 -0.52084 -0.13
```

Summary:
Kohn-Sham gap = 7.9357 eV
LUMO level = -2.387 eV
Total charge = 0

=====

Arrangement x

The following is a DFT calculation (ωB97M-V/def2-TZVPD) of an isolated molecule of C4H3N3O.

```
11
Properties=species:S:1:pos:R:3:lowdin_charge:R:1
H -1.77602 0.17996 -2.24588 0.12
N -0.78555 -0.26632 -2.09446 0.18
C -0.41597 -0.10571 -0.89158 -0.39
N -1.23610 0.73204 -0.07801 0.11
C -0.72958 0.82691 1.10210 -0.23
N 0.61117 0.72862 1.57211 0.07
C 1.35533 -0.23831 0.95532 0.04
C 0.67596 -1.00451 -0.35172 -0.28
O 1.15106 -1.85049 -1.04276 0.13
H -1.32863 1.44878 1.84955 0.13
H 2.47832 -0.45096 1.22532 0.14
```

Summary:
Kohn-Sham gap = 8.2372 eV
LUMO level = -1.849 eV
Structure (SMILES) = [H]/N=C1\N=CN=CC1=O
Total charge = 0

=====

The structures above, arranged from the most stable to the least stable: arrangement x, arrangement w.